{
  "formula": "C49H80N6O4P3STi",
  "method": "the ωB97M-V functional and the def2-TZVPD basis",
  "species": ["Ti", "S", "P", "P", "P", "O", "O", "O", "O", "N", "N", "N", "N", "N", "N", "C", "C", "C", "C", "C", "C", "C", "C", "C", "C", "C", "C", "C", "C", "C", "C", "C", "C", "C", "C", "C", "C", "C", "C", "C", "C", "C", "C", "C", "C", "C", "C", "C", "C", "C", "C", "C", "C", "C", "C", "C", "C", "C", "C", "C", "C", "C", "C", "C", "H", "H", "H", "H", "H", "H", "H", "H", "H", "H", "H", "H", "H", "H", "H", "H", "H", "H", "H", "H", "H", "H", "H", "H", "H", "H", "H", "H", "H", "H", "H", "H", "H", "H", "H", "H", "H", "H", "H", "H", "H", "H", "H", "H", "H", "H", "H", "H", "H", "H", "H", "H", "H", "H", "H", "H", "H", "H", "H", "H", "H", "H", "H", "H", "H", "H", "H", "H", "H", "H", "H", "H", "H", "H", "H", "H", "H", "H", "H", "H"],
  "positions_angstrom": [[-0.107, -0.110, 0.233], [0.335, -1.409, -2.963], [-0.517, 0.892, 2.825], [-2.337, -1.181, -1.815], [2.165, -1.694, 1.163], [-1.946, 0.248, -2.469], [0.753, -0.889, -1.599], [-3.879, -0.840, -1.410], [-2.732, -1.980, -3.217], [0.781, 1.627, 0.088], [1.756, 4.169, -3.632], [-0.577, -1.678, 1.255], [3.809, 3.245, -3.004], [1.752, 2.122, -2.581], [-1.741, 0.928, 0.248], [1.074, -0.298, -4.198], [-2.031, -0.815, 4.537], [2.481, 3.285, 0.412], [-2.433, -3.335, -3.511], [2.135, 0.813, 3.880], [-3.046, 1.985, 3.896], [1.570, 4.309, 0.099], [-1.310, -1.769, 2.425], [-1.190, 3.617, 3.495], [-2.815, 0.990, -3.349], [3.835, -1.401, -1.069], [3.918, -1.604, 0.444], [-0.613, -4.819, -0.768], [-2.229, -3.481, -5.009], [-1.510, 2.220, -0.199], [4.998, -2.637, 0.763], [1.645, -4.103, -0.385], [-5.858, -1.879, -2.308], [-2.591, 3.075, -0.465], [-1.895, -2.979, 2.845], [4.592, 2.241, -2.318], [2.493, -0.768, -4.448], [1.187, -3.004, 0.322], [-2.994, 0.612, 0.648], [2.045, 1.988, 0.380], [-0.133, 2.625, -0.167], [0.334, 1.003, 5.628], [0.271, 3.971, -0.181], [1.386, -2.459, 3.788], [1.535, -2.749, -3.380], [-2.476, 0.771, -4.812], [-2.549, -3.093, 4.053], [0.326, 4.012, -3.822], [2.419, -2.288, -4.531], [2.826, -4.100, 2.624], [2.118, 5.544, -3.322], [-1.804, 2.285, 3.060], [2.427, 3.121, -3.023], [-2.627, -2.005, 4.910], [0.721, 1.333, 4.192], [4.512, 3.830, -4.137], [2.523, -2.610, 2.778], [0.750, -5.023, -0.916], [-0.207, -2.803, 0.506], [-1.090, -3.714, -0.077], [-4.061, 1.456, 0.510], [-1.384, -0.657, 3.310], [-4.813, -1.901, -1.208], [-3.868, 2.692, -0.134], [1.142, 1.305, 6.297], [0.942, -1.471, 3.742], [3.711, -2.366, -1.562], [3.409, -2.095, 3.168], [-5.036, 1.158, 0.864], [-3.115, -0.361, 1.108], [0.603, -3.190, 3.594], [-2.070, 0.008, 5.230], [2.321, 1.357, -2.238], [-6.604, -2.656, -2.144], [-0.338, 3.882, 2.865], [-3.121, -2.089, 5.868], [0.456, -0.415, -5.090], [-5.378, -2.038, -3.273], [2.708, -4.264, -0.511], [2.727, 1.171, 0.593], [5.065, 3.051, -4.674], [3.143, 5.608, -2.970], [1.758, -2.628, 4.800], [2.880, 1.567, 4.136], [-3.481, 1.022, 3.640], [3.506, 3.516, 0.661], [4.262, -0.659, 0.890], [0.010, 4.685, -4.621], [0.950, -3.633, -3.629], [-2.154, 2.455, 2.044], [5.933, -2.303, 0.307], [-4.709, 3.342, -0.332], [-1.864, -4.483, -5.233], [-1.534, -3.638, -2.970], [2.897, -0.337, -5.364], [-1.944, 4.397, 3.383], [-3.168, -3.322, -5.538], [3.110, -4.496, 3.601], [5.553, 2.677, -2.041], [0.768, 2.417, 4.078], [2.987, -0.767, -1.327], [3.810, 4.284, -4.829], [-3.849, 0.706, -3.152], [5.228, 4.583, -3.799], [0.997, 0.715, -3.802], [5.177, -2.726, 1.833], [1.884, 5.343, 0.110], [1.980, -2.582, -5.486], [-1.317, -5.532, -1.179], [-0.233, 4.250, -2.910], [2.011, 6.160, -4.217], [-0.460, 4.747, -0.356], [2.088, -2.941, -2.469], [-6.358, -0.911, -2.323], [-2.596, -0.278, -5.075], [2.244, 0.577, 2.820], [4.088, 1.926, -1.408], [-3.268, -3.968, -3.189], [-0.567, 1.534, 5.937], [3.413, -2.735, -4.470], [3.638, -4.309, 1.938], [4.752, -0.946, -1.449], [4.766, -3.618, 0.349], [0.175, -0.067, 5.756], [-5.279, -1.749, -0.230], [3.138, -0.467, -3.619], [1.940, -4.632, 2.282], [-1.450, 1.074, -5.015], [4.789, 1.368, -2.956], [-3.796, 2.752, 3.694], [-2.157, -3.567, 0.031], [1.117, -5.902, -1.429], [-2.415, 4.042, -0.916], [-0.881, 3.613, 4.540], [-1.499, -2.750, -5.361], [1.458, 5.950, -2.547], [-2.827, 2.006, 4.963], [-2.675, 2.037, -3.078], [-3.148, 1.366, -5.430], [-4.295, -2.866, -1.195], [-2.986, -4.042, 4.336], [0.102, 2.986, -4.095], [-1.790, -3.855, 2.223], [2.362, -0.078, 4.461]],
  "forces_ev_per_a": [[1.36, -2.13, 0.18], [0.83, -0.39, -0.74], [-0.20, -0.12, 1.03], [-1.10, 0.06, -1.37], [0.93, -0.85, 0.13], [-0.12, -0.09, 0.02], [0.05, 0.50, 0.28], [0.13, 0.09, 0.20], [-0.08, 0.08, 0.19], [0.52, 2.60, -0.19], [-0.06, 0.07, 0.09], [-0.91, -0.96, 0.47], [-0.02, 0.10, 0.10], [-0.07, 0.22, 0.05], [-1.09, 1.39, -0.51], [-0.24, -0.17, 0.06], [-0.07, -0.14, -0.05], [0.02, -0.03, -0.02], [0.17, -0.01, -0.10], [-0.04, 0.09, 0.00], [0.09, -0.01, -0.12], [-0.25, -0.17, -0.02], [-0.21, -0.26, 0.64], [0.01, -0.12, -0.15], [-0.05, 0.05, -0.20], [0.04, 0.21, 0.21], [-0.31, 0.01, -0.18], [0.00, 0.00, 0.07], [-0.03, 0.01, 0.29], [0.09, 0.30, 0.03], [-0.06, 0.17, 0.06], [-0.03, -0.04, 0.04], [0.16, 0.01, 0.11], [-0.23, 0.07, 0.00], [0.02, 0.07, -0.21], [-0.05, 0.08, -0.02], [0.05, -0.09, 0.01], [-0.28, 0.36, 0.10], [-0.52, 0.18, 0.28], [0.25, 0.11, 0.05], [-0.08, -0.08, 0.11], [-0.03, 0.18, -0.11], [0.20, 0.22, -0.13], [0.18, 0.08, -0.02], [-0.33, 0.03, -0.12], [0.09, -0.10, 0.24], [0.02, 0.08, -0.01], [0.08, -0.06, -0.08], [0.09, 0.20, -0.04], [0.10, 0.13, 0.01], [0.03, -0.01, -0.07], [0.12, -0.09, -0.20], [0.10, -0.30, -0.22], [-0.01, -0.01, 0.16], [0.09, -0.27, -0.44], [0.03, 0.01, 0.00], [-0.22, 0.33, -0.02], [0.04, -0.07, -0.01], [0.66, -0.86, 0.16], [0.00, 0.03, 0.11], [0.21, -0.19, 0.06], [0.12, 0.00, -0.27], [-0.15, -0.08, -0.15], [0.24, 0.15, -0.04], [0.01, 0.02, 0.03], [-0.07, -0.05, 0.14], [0.03, 0.03, -0.05], [-0.02, 0.01, -0.03], [-0.02, -0.08, -0.03], [0.05, -0.03, -0.08], [-0.04, 0.02, 0.00], [0.01, 0.04, -0.02], [0.18, 0.07, -0.14], [-0.03, -0.02, 0.01], [0.06, 0.09, 0.06], [-0.02, 0.01, 0.00], [-0.08, 0.00, -0.04], [-0.04, 0.00, -0.04], [0.04, -0.01, 0.05], [-0.05, -0.01, 0.01], [-0.01, 0.01, -0.01], [-0.01, 0.02, 0.01], [-0.01, -0.04, 0.03], [0.01, 0.02, 0.03], [-0.08, 0.01, 0.05], [0.04, -0.08, 0.01], [-0.10, -0.02, -0.01], [-0.04, 0.01, 0.02], [-0.02, -0.06, 0.11], [-0.03, -0.03, 0.05], [0.02, -0.02, -0.01], [0.00, 0.06, -0.01], [-0.02, -0.04, -0.08], [-0.03, -0.10, 0.04], [-0.01, 0.08, 0.03], [0.00, 0.03, -0.02], [0.03, 0.04, -0.07], [-0.03, -0.05, 0.04], [0.01, -0.03, 0.00], [-0.02, -0.04, 0.03], [0.04, -0.01, -0.12], [0.02, 0.03, 0.00], [0.01, 0.07, 0.06], [0.01, 0.01, -0.06], [-0.18, 0.00, -0.04], [0.00, -0.12, 0.00], [-0.02, 0.03, 0.02], [0.01, -0.01, -0.01], [0.01, -0.02, -0.01], [-0.02, -0.01, 0.02], [0.03, 0.05, 0.04], [-0.02, -0.02, -0.03], [-0.12, 0.04, 0.03], [-0.03, 0.01, -0.01], [-0.01, -0.03, -0.04], [0.11, -0.02, 0.03], [0.05, -0.03, 0.02], [0.09, -0.03, 0.08], [-0.05, -0.04, 0.05], [-0.05, -0.10, 0.01], [-0.01, -0.08, -0.03], [0.06, -0.03, -0.01], [0.02, -0.02, 0.01], [0.02, -0.02, 0.03], [0.09, -0.02, 0.00], [0.01, 0.04, -0.02], [-0.01, -0.04, 0.05], [0.05, 0.06, -0.07], [-0.04, -0.03, 0.05], [0.01, 0.05, 0.03], [0.01, 0.00, 0.03], [0.01, 0.00, -0.05], [0.02, 0.02, 0.01], [0.04, 0.00, 0.02], [0.03, 0.00, -0.03], [0.02, 0.00, 0.01], [-0.04, -0.02, 0.06], [-0.06, -0.03, 0.04], [0.01, 0.05, -0.03], [-0.03, -0.02, 0.07], [0.00, -0.02, 0.00], [-0.05, 0.00, -0.05], [-0.06, -0.02, 0.00], [0.02, -0.05, -0.04]],
  "lowdin_charge": [0.7941, 1.0048, 1.1654, 0.8640, 1.1273, -0.3468, -0.6155, -0.3334, -0.3318, -0.0729, -0.1647, -0.1529, -0.1568, 0.1486, -0.1213, -0.2897, -0.1190, -0.0632, -0.3178, -0.1213, -0.1031, -0.0578, -0.3209, -0.1070, -0.2395, -0.1315, -0.5149, -0.0801, -0.0593, -0.2438, -0.1112, -0.1117, -0.0592, -0.0297, -0.0381, -0.0668, -0.2181, -0.3040, -0.1708, -0.1671, -0.2209, -0.0992, -0.0273, -0.1084, -0.2623, -0.0535, -0.0713, -0.0595, -0.2052, -0.1027, -0.0639, -0.4839, -0.4279, -0.0768, -0.5044, -0.0598, -0.4973, -0.0810, -0.3428, -0.0693, -0.0577, -0.3080, -0.2791, -0.0477, 0.0875, 0.0283, 0.0655, 0.1009, 0.1168, 0.1207, 0.0786, 0.0801, 0.0293, 0.0818, 0.0683, 0.1052, 0.0979, 0.0707, 0.1051, 0.0841, 0.0895, 0.0791, 0.0963, 0.0843, 0.0622, 0.1115, 0.0948, 0.0930, 0.0879, 0.0537, 0.0849, 0.1108, 0.0814, 0.0697, 0.1245, 0.0869, 0.0822, 0.0915, 0.0973, 0.0727, 0.0339, 0.0839, 0.1134, 0.0921, 0.0490, 0.0721, 0.1119, 0.1162, 0.1123, 0.0744, 0.0933, 0.1123, 0.0446, 0.0825, 0.0645, 0.0122, 0.0585, 0.1191, 0.0679, 0.1208, 0.0462, 0.0844, 0.0665, 0.0702, 0.1206, 0.0857, 0.0780, 0.0575, 0.0865, 0.0869, 0.1045, 0.1108, 0.1120, 0.0742, 0.0669, 0.0819, 0.0729, 0.1095, 0.0857, 0.0991, 0.1090, 0.0674, 0.0984, 0.0627],
  "multiplicity": 3,
  "relative_energy_ev": 1.675,
  "charge": 1,
  "gap_ev": [5.80, 7.00],
  "e_tot_ev": -131056.293
}